[1]
Formula: C28H35MnN5P2S
Source: the Open Molecules 2025 dataset
Level of theory: ωB97M-V/def2-TZVPD

Element x y z (Å)
Mn 0.10803 -0.38757 4.92994
C -1.14449 1.59639 4.97345
C -1.44666 0.63749 3.97787
C -1.00235 0.76830 2.54047
C 0.33406 0.09951 2.14624
C 1.31365 -0.05254 3.28179
C 1.58743 0.98758 4.22635
C 1.10132 2.40502 4.03146
C -0.22829 2.74587 4.76722
C 1.45887 -1.62452 5.65710
H -1.84314 1.70513 5.81844
H -2.33367 0.00880 4.13372
H -0.97474 1.82699 2.24550
H -1.79117 0.29723 1.93409
H 0.11824 -0.90344 1.73771
H 0.77877 0.65300 1.29713
H 1.98871 -0.91040 3.20683
H 2.43377 0.85784 4.90895
H 0.99399 2.62947 2.95691
H 1.87107 3.09960 4.41083
H 0.01834 3.13959 5.76564
H -0.71820 3.58278 4.23634
H 1.57494 -1.46337 6.73903
H 2.42899 -1.57750 5.14457
H 0.98297 -2.60502 5.49490
P 1.41923 -1.05833 -2.14364
P -1.89677 -0.70622 -1.82225
N 2.84990 -0.03337 -2.29329
N 2.07516 -2.34078 -3.21256
N -2.09303 1.03696 -1.71854
N -3.57975 -0.99090 -2.36808
C 0.39971 -0.19169 -3.44242
C -1.05543 -0.69966 -3.48475
C 3.48759 0.49965 -1.16141
C 4.54086 1.30582 -1.58041
C 4.56985 1.26043 -3.01262
C 3.50886 0.46116 -3.42038
C 2.20252 -3.66740 -2.77485
C 2.70336 -4.43924 -3.81600
C 2.89725 -3.56397 -4.93713
C 2.47758 -2.30127 -4.54877
C -1.80409 1.70304 -0.52502
C -1.89529 3.06907 -0.72633
C -2.22825 3.26342 -2.10466
C -2.30493 2.00920 -2.69493
C -4.39850 -0.29283 -3.26466
C -5.48752 -1.09078 -3.61079
C -5.33585 -2.33391 -2.90894
C -4.17162 -2.25037 -2.16532
H 0.84495 -0.30982 -4.44205
H 0.43881 0.87872 -3.18254
H -1.63244 -0.10799 -4.21072
H -1.08780 -1.75239 -3.80633
H 3.11273 0.25879 -0.17910
H 5.20327 1.86988 -0.94389
H 5.27088 1.75996 -3.66505
H 3.17416 0.22586 -4.41885
H 1.91694 -3.92832 -1.76882
H 2.90411 -5.50011 -3.79193
H 3.30222 -3.82849 -5.90607
H 2.41238 -1.39497 -5.13262
H -1.55222 1.12466 0.34184
H -1.74343 3.82849 0.02847
H -2.39545 4.20733 -2.59892
H -2.47959 1.73357 -3.72480
H -4.17908 0.71766 -3.56003
H -6.27276 -0.82588 -4.29935
H -6.00397 -3.18369 -2.96717
H -3.70103 -2.95454 -1.49477
S -1.11881 -0.80330 6.74202
C -0.61291 0.45751 7.73452
N -0.29219 1.36281 8.42142

2S+1 = 6
Gap between HOMO and LUMO (spin up / spin down) = 5.7 / 7.3 eV
ΔE to the lowest compared entry with this formula, charge and spin = 10.1 kcal/mol
Calculated total energy = -3593.41752 hartree


[2]
Formula: C28H35N2O
Source: the Open Molecules 2025 dataset
Level of theory: ωB97M-V/def2-TZVPD

Element x y z (Å)
C -3.31874 0.72512 -3.27605
C -2.31466 1.55950 -4.05093
C -0.87972 1.10018 -3.82110
N -0.53870 0.80352 -2.41393
C 0.76463 0.47828 -2.12287
C 1.25230 0.47426 -0.77198
C 2.69601 0.75100 -0.55530
C 3.60925 0.96800 -1.79448
C 3.13544 0.14194 -2.98068
C 1.68417 0.50646 -3.29766
C -1.54604 0.56776 -1.41607
C -3.01478 0.81035 -1.78989
H -4.33016 1.09646 -3.45620
H -3.28692 -0.31870 -3.60953
H -2.51408 1.48757 -5.12323
H -2.40679 2.61723 -3.78551
H -0.70492 0.20634 -4.43652
H -0.21327 1.87611 -4.21152
H 0.37992 1.08818 -0.19787
H 2.84971 1.64497 0.07533
H 3.20682 -0.06176 -0.01388
H 3.61428 2.04157 -2.07343
H 4.65388 0.69225 -1.57022
H 3.75847 0.35087 -3.85829
H 3.19769 -0.92914 -2.77635
H 1.31353 -0.18720 -4.07439
H 1.70367 1.52137 -3.78288
H -1.44519 -0.47626 -1.03812
H -1.37146 1.23585 -0.54707
H -3.30049 1.80345 -1.41800
H -3.61643 0.08254 -1.23250
C -4.42898 2.80299 4.28251
O -3.36472 3.35187 3.47099
C -2.30667 2.60846 3.06642
C -2.10782 1.26074 3.41165
C -1.10023 0.51133 2.80964
C -0.29209 1.09229 1.81415
C 0.74756 0.30562 0.97846
C 0.77334 -1.16259 1.13407
C 1.97076 -1.93394 1.43588
C 3.31985 -1.64101 1.67602
C 4.23981 -2.70343 1.70039
C 3.80842 -4.03995 1.63158
C 2.44260 -4.34719 1.59430
C 1.54998 -3.28915 1.53643
N 0.16161 -3.31718 1.39821
C -0.65005 -4.50834 1.42630
C -0.30849 -2.03871 1.18215
C -0.40406 2.47507 1.58137
C -1.38218 3.21450 2.17732
H -5.16215 3.61163 4.35474
H -4.89648 1.92668 3.81367
H -4.06666 2.55022 5.28694
H -2.77210 0.75486 4.11185
H -0.95401 -0.53133 3.08285
H 1.71466 0.66839 1.35700
H 3.65814 -0.60597 1.83517
H 5.30676 -2.48423 1.75699
H 4.54483 -4.84133 1.62594
H 2.07319 -5.37049 1.57859
H 0.00596 -5.36028 1.25294
H -1.15357 -4.64226 2.39181
H -1.40771 -4.45582 0.63814
H -1.36862 -1.79712 1.16425
H 0.31730 3.00383 0.92591
H -1.52556 4.27372 1.93652

SMILES = COc1ccc([C@@H](c2cn(C)c3ccccc23)[C@@H]2CCCCC2=[N+]2CCCCC2)cc1
Gap between HOMO and LUMO = 7.4 eV
ΔE to the lowest compared entry with this formula, charge and spin = 91.3 kcal/mol
Calculated total energy = -1272.34268 hartree
Charge = +1


[3]
Formula: C28H35N7
Source: the Open Molecules 2025 dataset
Level of theory: ωB97M-V/def2-TZVPD

Element x y z (Å)
N -0.10554 -1.80758 1.94038
C 1.07814 -1.43531 2.56056
C 0.78312 -1.38853 3.90960
C -0.59286 -1.90178 4.06959
C -1.14194 -2.09084 2.88416
H -0.03197 -2.05301 0.98467
H 1.92281 -1.00494 2.01992
H 1.37638 -0.85202 4.69486
H -1.19537 -2.02131 5.00781
H -2.20853 -2.46929 2.47490
N -0.94294 -5.18637 -0.95358
C -2.31868 -4.58425 -1.11673
C -2.33713 -4.11929 -2.39941
C -1.01033 -4.30635 -2.92789
C -0.18053 -4.97393 -2.12184
H -0.63846 -5.67419 -0.11807
H -3.00497 -4.54371 -0.25547
H -3.21918 -3.76293 -2.85810
H -0.52384 -4.04207 -3.99479
H 0.82186 -5.34965 -1.89187
N 5.11571 -0.80456 -2.14460
C 5.27234 -2.13301 -2.14401
C 4.95011 -2.67794 -0.96178
C 4.55195 -1.34927 -0.11818
C 4.54708 -0.30132 -0.95493
H 5.12794 -0.26766 -2.94322
H 5.68587 -2.66687 -2.88517
H 4.95157 -3.71393 -0.58843
H 4.19002 -1.44357 0.97891
H 4.25931 0.68895 -0.76413
N 0.52121 2.92541 1.01106
C 1.71137 2.24343 0.62689
C 2.49889 3.26447 0.19739
C 1.77885 4.52096 0.18209
C 0.50947 4.28337 0.75993
H -0.10841 2.30042 1.52127
H 1.87211 1.23464 0.85192
H 3.36369 2.99084 -0.31639
H 2.06496 5.54810 -0.20032
H -0.35603 4.94124 0.88139
N -1.31812 1.01017 2.53493
C -2.30185 1.36433 1.60991
C -2.69265 2.66017 1.99270
C -1.94221 2.95433 3.30695
C -1.06296 1.95684 3.56883
H -0.77004 0.10882 2.49430
H -2.76920 0.71659 0.75098
H -3.47316 3.16313 1.60171
H -1.95633 3.86062 3.86082
H -0.32882 1.84412 4.32334
N -2.11792 3.83551 -2.47651
C -2.56921 2.54454 -2.54635
C -3.62191 2.43242 -1.75100
C -3.79402 3.83885 -1.16018
C -2.75760 4.66343 -1.63255
H -1.15627 4.09262 -2.98593
H -1.89554 1.78698 -3.15875
H -4.27552 1.54088 -1.42803
H -4.53847 4.25263 -0.49247
H -2.36631 5.50649 -1.50919
N -0.57681 -1.94493 -0.99905
C -1.33521 -0.89070 -0.81661
C -0.44512 0.15351 -1.06911
C 0.88809 -0.38599 -1.44375
C 0.80027 -1.75357 -1.34691
H -0.99533 -2.98543 -1.13236
H -2.28713 -0.85737 -0.74387
H -0.64340 1.16271 -1.10872
H 1.86427 0.02160 -1.63175
H 1.40044 -2.66965 -1.50977

SMILES = c1cc[nH]c1.c1cc[nH]c1.c1cc[nH]c1.c1cc[nH]c1.c1cc[nH]c1.c1cc[nH]c1.c1cc[nH]c1
Gap between HOMO and LUMO = 8.3 eV
ΔE to the lowest compared entry with this formula, charge and spin = 172.3 kcal/mol
Calculated total energy = -1470.90677 hartree


- Which of these has the highest ΔE to the lowest compared entry with this formula, charge and spin?
  C28H35N7


- What is the formula in the first record?
  C28H35MnN5P2S


- Among the records above, which one has the highest ΔE to the lowest compared entry with this formula, charge and spin?
  C28H35N7


- calculated total energy of number 1 (C28H35MnN5P2S)?
  -3593.41752 hartree